# 1
77
Properties=species:S:1:pos:R:3 method="wB97M-V/def2-TZVPD" e_above_lowest_ev=0.000 s2=8.79 homo_energy_ev="-1.635 / -2.642" charge=-1 multiplicity=6 orbital_gap_ev="4.064 / 5.067"
Fe 0.4973 -0.5450 0.1045
N 2.3566 -0.2840 2.1091
N -0.2961 0.9870 2.6907
C -1.0426 -1.7638 -0.9625
C -1.0312 -2.1215 0.4356
C 0.2382 -2.7442 0.7070
C 0.6976 -3.2547 2.0246
H -0.0371 -3.0477 2.8134
H 1.6384 -2.7554 2.2973
H 0.8777 -4.3418 2.0027
C 0.9359 -2.9029 -0.5273
C 2.1466 -3.7455 -0.7045
H 1.8704 -4.7740 -0.9911
H 2.7070 -3.8221 0.2388
H 2.8126 -3.3569 -1.4861
C 0.1889 -2.2482 -1.5440
C 0.5480 -2.2176 -2.9865
H 1.6352 -2.1257 -3.1212
H 0.0691 -1.3856 -3.5200
H 0.2455 -3.1469 -3.4944
C -2.1687 -2.0980 1.3981
H -2.2887 -3.0791 1.8895
H -3.1181 -1.8444 0.9131
H -1.9795 -1.3644 2.1927
C -2.1970 -1.1960 -1.7072
H -1.9361 -0.2240 -2.1470
H -3.0492 -1.0169 -1.0398
H -2.5237 -1.8639 -2.5192
C 3.6981 -0.4030 2.0812
H 4.1137 -1.2375 1.5091
C 4.5571 0.4847 2.7472
H 5.6244 0.4261 2.5374
C 4.0390 1.3953 3.6834
H 4.6754 2.1149 4.2093
C 2.6854 1.2886 3.9718
H 2.1545 1.8714 4.7272
C 1.8932 0.3791 3.1996
C 0.5283 0.2975 3.5270
H 0.0732 -0.3748 4.2627
C -0.4286 0.8665 1.2705
C -1.1133 1.9874 3.1955
H -1.0700 2.2860 4.2245
C -1.8711 2.4043 2.1889
H -2.7031 3.0770 2.2025
N -1.5276 1.6763 1.0517
C -2.3923 1.7572 -0.0882
C -3.7498 1.4455 0.1139
C -4.6429 1.5901 -0.9591
H -5.6820 1.2953 -0.8145
C -4.2431 2.1377 -2.1783
C -5.2304 2.3548 -3.2797
H -4.9898 1.7543 -4.1630
H -5.2377 3.4042 -3.5918
H -6.2353 2.0883 -2.9480
C -2.9070 2.4960 -2.3414
H -2.5832 2.9368 -3.2849
C -1.9798 2.3529 -1.2969
C -0.6165 2.9580 -1.4451
H -0.5665 3.9994 -1.0728
H -0.3298 2.9922 -2.5101
H 0.1304 2.3731 -0.8879
C -4.2729 0.9497 1.4230
H -4.2308 1.6962 2.2285
H -3.7743 0.0308 1.7642
H -5.3304 0.7105 1.2768
N 6.6563 -1.6903 -0.9045
C 5.6782 -1.1050 -1.1761
C 4.4935 -0.3595 -1.5173
C 4.5497 0.6762 -2.4514
C 3.3777 1.3771 -2.6975
C 2.2129 1.0545 -1.9923
N 2.1684 0.0604 -1.0773
C 3.2763 -0.6947 -0.9265
H 5.4845 0.8908 -2.9716
H 3.3485 2.1817 -3.4248
H 1.2916 1.6005 -2.1787
H 3.2010 -1.5717 -0.2825

=====

# 2
88
Properties=species:S:1:pos:R:3 method="wB97M-V/def2-TZVPD" e_above_lowest_ev=0.415 s2=8.75 homo_energy_ev="-7.453 / -7.478" multiplicity=6 orbital_gap_ev="7.611 / 7.501"
Mn 0.2046 -0.4620 -0.2657
C -3.5323 -0.0116 3.4561
S -2.2814 1.3035 3.5319
C -1.6833 1.3827 1.8836
S -0.3542 2.4103 1.6018
N -2.3225 0.7446 0.9571
N -1.6923 0.6453 -0.2345
C -2.3636 0.8863 -1.2899
C -1.7017 0.7448 -2.5760
C -2.3383 1.1015 -3.7606
C -1.6684 0.9459 -4.9574
C -0.3823 0.4264 -4.9357
C 0.1752 0.0999 -3.7111
N -0.4513 0.2676 -2.5542
H -4.3810 0.3084 4.0556
H -3.1126 -0.9322 3.8562
H -3.8124 -0.1424 2.4144
H -3.3948 1.2221 -1.2410
H -3.3500 1.4825 -3.7206
H -2.1411 1.2094 -5.8940
H 0.1779 0.2721 -5.8470
H 1.1713 -0.3280 -3.6592
C 3.4253 0.9879 4.3039
N 2.8342 -0.3433 4.4209
C 3.8613 -1.3453 4.1700
N 4.5304 -1.1852 2.8824
C 5.0973 0.1566 2.8278
N 4.1068 1.2027 3.0304
C 3.1605 1.2711 1.9277
P 2.1236 -0.2844 1.7154
C 1.6944 -0.5024 3.5249
C 3.6235 -1.4310 1.7668
H 4.1506 1.1141 5.1115
H 2.6355 1.7330 4.4147
H 3.4109 -2.3401 4.2192
H 4.6190 -1.2638 4.9534
H 5.5750 0.3037 1.8563
H 5.8548 0.2376 3.6114
H 3.7121 1.4443 0.9969
H 2.4903 2.1087 2.0920
H 1.2804 -1.5065 3.6735
H 0.9237 0.2236 3.7868
H 4.1771 -1.3173 0.8302
H 3.2854 -2.4702 1.8233
N 1.7288 2.4250 -1.3398
C 2.4814 1.3593 -1.6548
N 2.2207 0.1447 -1.2677
C 3.1416 -0.7677 -1.7612
C 3.1413 -2.1360 -1.5065
C 4.1355 -2.9200 -2.0627
C 5.1310 -2.3540 -2.8570
C 5.1528 -0.9922 -3.1097
C 4.1506 -0.2100 -2.5585
S 3.9025 1.5174 -2.6877
H 1.0084 2.3040 -0.6249
H 2.0844 3.3513 -1.4926
H 2.3603 -2.5573 -0.8856
H 4.1368 -3.9873 -1.8848
H 5.9002 -2.9849 -3.2822
H 5.9311 -0.5464 -3.7148
S -0.3315 -2.7284 -1.6644
C -1.8690 -2.3310 -2.1391
N -2.9465 -2.0639 -2.4784
N -0.6382 -1.8525 1.3360
S -1.4579 -3.2092 1.1769
C -0.2711 -4.5831 1.3072
C -0.6920 -5.8776 1.0559
C 0.2358 -6.9067 1.1029
C 1.5644 -6.6370 1.4034
C 1.9755 -5.3324 1.6419
C 1.0520 -4.2988 1.5810
C -2.1937 -3.4461 2.8144
C -1.4185 -3.4480 3.9659
C -2.0304 -3.5919 5.2000
C -3.4100 -3.7411 5.2799
C -4.1785 -3.7391 4.1259
C -3.5699 -3.5897 2.8871
H -0.4807 -1.6320 2.3144
H -1.7302 -6.0730 0.8125
H -0.0755 -7.9223 0.8957
H 2.2829 -7.4454 1.4449
H 3.0138 -5.1192 1.8648
H 1.3454 -3.2627 1.7166
H -0.3409 -3.3538 3.8997
H -1.4277 -3.5956 6.0987
H -3.8836 -3.8712 6.2441
H -5.2528 -3.8538 4.1855
H -4.1530 -3.5869 1.9739

=====

# 3
86
Properties=species:S:1:pos:R:3 method="wB97M-V/def2-TZVPD" e_above_lowest_ev=2.018 s2=2.03 homo_energy_ev="-3.555 / -3.557" charge=-1 multiplicity=3 orbital_gap_ev="5.806 / 4.786"
Ti -0.1000 -0.2588 0.2045
S -1.2694 1.8460 -0.6642
C -1.2132 3.0232 0.5850
C -1.7767 4.2940 0.3390
C -1.7934 5.2807 1.2981
C -1.2623 5.0466 2.5672
C -0.7090 3.8108 2.8392
C -0.6555 2.8232 1.8584
S 0.1965 1.3145 2.2746
C 1.8851 1.8128 1.8081
C 2.2511 1.6277 0.3579
C 3.4655 2.1463 -0.0469
C 3.9390 1.8109 -1.3188
C 3.1213 1.1348 -2.1762
C 1.7843 0.8248 -1.7938
C 0.8422 0.4957 -2.7558
S -0.3198 -1.7517 -1.6867
C -2.0374 -1.6454 -2.0146
C -2.4899 -2.1396 -3.2464
C -3.8227 -2.0999 -3.5990
C -4.7461 -1.5426 -2.7168
C -4.3237 -1.0625 -1.4946
C -2.9773 -1.1247 -1.1006
S -2.5688 -0.6226 0.5118
N 1.4389 0.9352 -0.4505
H -2.1978 4.4588 -0.6441
H -2.2278 6.2461 1.0675
H -1.2708 5.8193 3.3248
H -0.3006 3.5948 3.8198
H 2.5618 1.2079 2.4164
H 1.9927 2.8583 2.0937
H 4.0795 2.6996 0.6480
H 4.9464 2.0843 -1.6065
H 3.4358 0.8806 -3.1799
H 1.1714 0.3544 -3.7758
H -0.2099 0.6223 -2.5958
H -1.7498 -2.5664 -3.9129
H -4.1478 -2.4890 -4.5563
H -5.7966 -1.4959 -2.9790
H -5.0235 -0.6185 -0.7982
N 3.8901 -8.0439 4.1566
C 3.1992 -7.3150 3.1963
C 1.8330 -7.5164 2.9938
C 1.1648 -6.8392 1.9887
C 1.8447 -5.9400 1.1829
C 3.2077 -5.7566 1.3571
C 3.8825 -6.4326 2.3547
S 0.9778 -5.0134 -0.0828
O -0.3296 -5.6065 -0.2011
O 1.8443 -5.0221 -1.2309
N 0.9250 -3.4771 0.4363
C 0.0631 -3.0551 1.3470
S -0.9063 -4.1307 2.3683
C -1.4435 -2.7661 3.2867
C -0.9289 -1.6383 2.7870
N -0.0845 -1.7612 1.6908
H 3.3386 -8.4595 4.8868
H 4.7595 -7.6488 4.4706
H 1.2951 -8.2113 3.6282
H 0.1132 -7.0092 1.8056
H 3.7394 -5.0939 0.6868
H 4.9491 -6.2904 2.4877
H -2.1407 -2.8777 4.0986
H -1.1492 -0.6596 3.1780
C 5.9350 -2.7570 0.0310
C 4.9674 -2.0267 -0.8977
C 3.5080 -2.2307 -0.5312
S 3.0152 -1.3149 0.9893
O 4.1480 -0.3645 1.2267
C 3.2395 -2.5504 2.3319
C 2.7234 -1.9265 3.6345
C 3.7599 -1.0351 4.3234
H 6.9493 -2.7244 -0.3703
H 5.6462 -3.8035 0.1514
H 5.9385 -2.2738 1.0068
H 5.1026 -2.3674 -1.9271
H 5.1814 -0.9567 -0.8604
H 3.2209 -3.2696 -0.4251
H 2.8579 -1.7970 -1.2944
H 4.2999 -2.7911 2.3969
H 2.6652 -3.4284 2.0563
H 2.4002 -2.7179 4.3148
H 1.8343 -1.3333 3.4050
H 4.5658 -1.6327 4.7556
H 3.3008 -0.4600 5.1298
H 4.1993 -0.3482 3.6024

=====

# 4
87
Properties=species:S:1:pos:R:3 method="wB97M-V/def2-TZVPD" homo_energy_ev=-10.556 charge=+1 orbital_gap_ev=7.017
Ti 0.1778 0.3051 -0.5139
C -0.6933 1.0890 -3.8782
C -0.4739 -0.3319 -3.4764
C -0.3649 -1.4533 -4.2971
C -0.1230 -2.5265 -3.4526
C 0.0539 -3.9618 -3.8094
N -0.0975 -2.0597 -2.1950
N -0.3295 -0.7216 -2.2039
B 0.2558 -2.7758 -0.8756
N 1.5837 -2.1967 -0.3221
N 1.6124 -0.9734 0.2802
C 2.8197 -0.8375 0.8500
C 3.2065 0.3178 1.7109
C 3.5747 -1.9821 0.5938
C 2.7600 -2.8218 -0.1448
C 3.0336 -4.1970 -0.6474
N -0.8306 -2.4097 0.1408
N -1.1994 -1.1059 0.2898
C -2.2563 -1.0942 1.1173
C -3.0622 0.1119 1.4515
C -2.5311 -2.3974 1.5277
C -1.6108 -3.2062 0.8853
C -1.4371 -4.6829 0.9741
H -0.1818 1.2824 -4.8193
H -1.7554 1.2925 -4.0248
H -0.3055 1.7667 -3.1224
H -0.4397 -1.4848 -5.3705
H -0.0478 -4.0773 -4.8854
H 1.0352 -4.3295 -3.5086
H -0.7006 -4.5790 -3.3217
H 0.3369 -3.9478 -1.0359
H 2.3295 0.9047 1.9731
H 3.6514 -0.0598 2.6314
H 3.9402 0.9533 1.2185
H 4.5793 -2.1783 0.9276
H 4.0439 -4.4963 -0.3813
H 2.3308 -4.9099 -0.2161
H 2.9335 -4.2451 -1.7321
H -2.4509 0.9258 1.8332
H -3.5946 0.4590 0.5654
H -3.8030 -0.1465 2.2051
H -3.3040 -2.7077 2.2096
H -2.2210 -5.1067 1.5965
H -1.4808 -5.1520 -0.0084
H -0.4727 -4.9258 1.4235
O -3.8252 1.7280 -1.7688
C -3.8686 2.7692 -0.9105
C -5.0468 3.5137 -0.8786
C -5.1699 4.5914 -0.0288
C -4.1203 4.9574 0.8115
C -2.9490 4.2386 0.7857
C -2.7985 3.1367 -0.0681
C -1.5188 2.4278 -0.1105
O -1.3784 1.3197 -0.8093
N -0.4757 2.9361 0.4862
N 0.6495 2.2177 0.1268
C 1.7523 2.8947 0.0654
C 2.8745 2.4669 -0.7000
C 4.0623 3.2179 -0.7307
C 5.0616 2.9113 -1.6180
C 4.8825 1.8617 -2.5287
C 3.7221 1.1232 -2.5322
C 2.7045 1.3901 -1.6044
O 1.5889 0.6996 -1.6281
H -2.9707 1.2812 -1.6795
H -5.8533 3.2240 -1.5386
H -6.0903 5.1600 -0.0215
H -4.2258 5.8095 1.4685
H -2.1104 4.5187 1.4078
H 1.7546 3.8951 0.4929
H 4.1705 4.0476 -0.0422
H 5.9738 3.4912 -1.6305
H 5.6582 1.6354 -3.2480
H 3.5624 0.3242 -3.2450
N -0.8828 2.1946 3.4526
C -0.5343 0.9111 3.7342
C -0.7783 0.4155 5.0313
C -0.4169 -0.8690 5.3422
C 0.1739 -1.6528 4.3521
C 0.3476 -1.0992 3.1064
N 0.0103 0.1549 2.7633
H -1.2532 2.7699 4.1857
H -0.6321 2.6271 2.5769
H -1.2434 1.0646 5.7617
H -0.5799 -1.2641 6.3361
H 0.4941 -2.6658 4.5487
H 0.7879 -1.7014 2.3232

=====

# 5
87
Properties=species:S:1:pos:R:3 method="wB97M-V/def2-TZVPD" e_above_lowest_ev=0.000 s2=0.77 homo_energy_ev="-2.093 / -2.092" charge=-2 multiplicity=2 orbital_gap_ev="5.682 / 5.571"
Hg 1.3346 0.5955 -0.4829
C 3.1546 -1.8497 1.1013
C 2.1549 -1.9959 2.0572
C 2.3382 -0.9709 3.0952
C 3.4415 -0.2448 2.7774
C 3.9674 -0.7787 1.5193
C 5.1954 -0.2881 0.8451
C 4.0425 0.8920 3.5375
C 1.4487 -0.7868 4.2863
C 1.0504 -2.9915 2.0571
C 3.3682 -2.6739 -0.1328
H 6.0705 -0.8522 1.1924
H 5.3765 0.7648 1.0616
H 5.1357 -0.4080 -0.2380
H 4.3169 1.7296 2.8926
H 4.9532 0.5853 4.0626
H 3.3441 1.2733 4.2839
H 1.9761 -0.9909 5.2231
H 0.5853 -1.4537 4.2427
H 1.0671 0.2358 4.3445
H 1.0098 -3.5408 3.0035
H 1.1589 -3.7144 1.2482
H 0.0866 -2.4923 1.9308
H 4.1223 -3.4546 0.0156
H 3.7043 -2.0531 -0.9663
H 2.4449 -3.1510 -0.4594
C -0.8952 4.0396 -0.9531
Sb -1.1430 2.2985 0.2628
C -1.6832 3.4406 2.0143
C -3.1380 1.8250 -0.4834
C -4.2526 1.9993 0.4879
C -4.9386 3.2160 0.5268
C -5.9889 3.4422 1.3999
C -6.3922 2.4270 2.2567
C -5.7277 1.2122 2.2264
C -4.6508 0.9759 1.3692
C -3.9524 -0.3440 1.4204
Sb -2.3298 -0.4224 2.8747
C -3.6408 -0.1402 4.5787
C -2.4444 -2.5698 3.0269
H -1.7126 4.7400 -0.7736
H -0.8839 3.7153 -1.9916
H 0.0568 4.5129 -0.7151
H -2.5413 4.0843 1.8181
H -0.8168 4.0531 2.2687
H -1.9078 2.7916 2.8601
H -3.0620 0.8116 -0.8710
H -3.2596 2.4929 -1.3360
H -4.6306 3.9999 -0.1573
H -6.4943 4.4004 1.4040
H -7.2194 2.5770 2.9398
H -6.0433 0.4146 2.8906
H -3.5014 -0.6266 0.4714
H -4.6424 -1.1320 1.7287
H -4.4837 -0.8331 4.5433
H -4.0196 0.8821 4.5964
H -3.0732 -0.3169 5.4937
H -3.4824 -2.8637 3.1887
H -1.8326 -2.9303 3.8543
H -2.0778 -3.0094 2.1002
I 2.9480 2.5581 0.1400
I 5.8438 4.4607 2.2298
Br -0.7561 -4.4620 -5.4382
C -1.3357 -4.0087 -3.6933
C -2.4186 -4.6741 -3.1417
N -2.8813 -4.4019 -1.9256
C -2.2685 -3.4421 -1.2356
C -1.1707 -2.7331 -1.7050
C -0.6874 -3.0239 -2.9731
C -0.5435 -1.6522 -0.8553
O 0.6390 -1.3248 -1.2155
O -1.1805 -1.2082 0.0980
H -2.9263 -5.4502 -3.7029
H -2.6662 -3.2121 -0.2542
H 0.1648 -2.4871 -3.3689
F -0.5047 -1.4454 -7.1150
C -0.4683 -0.8143 -5.9231
C -1.6352 -0.4280 -5.2881
F -2.8195 -0.7092 -5.8614
C -1.5946 0.2431 -4.0826
F -2.7652 0.5870 -3.5073
C -0.3892 0.5802 -3.4200
O -0.3467 1.1939 -2.2999
C 0.7724 0.1443 -4.1039
F 1.9698 0.3816 -3.5352
C 0.7388 -0.5258 -5.3089
F 1.8843 -0.9051 -5.9023